This record from OMol25 describes a molecular structure, C31H22N5O3RuSSe at a distorted geometry. The level of theory is ωB97M-V with the def2-TZVPD basis set.

The geometry in XYZ format:
```
64
Properties=species:S:1:pos:R:3:forces:R:3:lowdin_charge:R:1
Ru -1.4321 -1.1060 0.6546 1.14 0.59 0.41 1.108
O -2.6498 2.6358 0.1590 -0.03 0.02 0.00 0.140
C -2.5535 1.4415 0.1393 0.08 -0.11 0.03 -0.367
N -1.9333 0.6428 1.1541 -0.85 0.16 0.06 -0.043
C -1.3872 1.1617 2.3061 0.02 0.38 -0.06 -0.193
C -1.5393 2.4899 2.7875 0.02 -0.29 -0.15 -0.001
C -0.9185 2.8344 3.9499 0.10 0.02 0.17 -0.058
C -0.1216 1.9074 4.6652 -0.07 0.19 0.03 -0.052
C 0.0599 0.6312 4.2230 -0.08 -0.14 -0.21 0.010
C -0.5697 0.2367 3.0126 0.02 0.11 0.47 -0.211
N -0.4403 -0.9558 2.3891 -0.24 -0.67 -0.79 -0.036
C 0.3602 -2.0411 2.7893 -0.27 0.33 -0.16 -0.413
O 0.7979 -2.2251 3.8934 0.15 -0.08 0.04 0.130
C 0.6499 -2.9405 1.6118 -0.12 0.48 0.14 -0.196
C 1.4974 -4.0171 1.7231 0.15 -0.09 -0.06 0.032
C 1.8047 -4.7346 0.5727 0.00 0.02 0.05 -0.010
C 1.2744 -4.3293 -0.6393 0.00 0.05 0.00 -0.017
C 0.4187 -3.2403 -0.6639 0.13 0.08 -0.03 -0.129
N 0.1072 -2.5609 0.4382 -0.47 -0.89 -0.15 -0.050
C -3.1043 0.6036 -0.9827 0.11 -0.09 0.29 -0.187
C -3.9603 1.1814 -1.8928 -0.02 -0.04 -0.11 0.026
C -4.5344 0.3695 -2.8649 -0.02 0.05 0.04 -0.020
C -4.2259 -0.9753 -2.8710 0.05 -0.08 0.03 -0.013
C -3.3419 -1.4797 -1.9226 0.19 0.04 -0.15 -0.084
N -2.7792 -0.7051 -1.0000 -0.05 -0.01 0.28 -0.007
H -2.1461 3.1962 2.2486 -0.02 0.00 0.00 0.107
H -1.0480 3.8347 4.3410 0.01 -0.01 0.02 0.113
H 0.3408 2.2218 5.5917 0.01 -0.02 -0.01 0.114
H 0.6487 -0.0849 4.7739 0.00 0.00 -0.01 0.109
H 1.9053 -4.2684 2.6920 -0.02 0.02 0.01 0.132
H 2.4554 -5.5971 0.6240 0.00 0.00 0.01 0.122
H 1.4887 -4.8615 -1.5547 -0.01 0.00 0.00 0.121
H -0.0445 -2.8989 -1.5789 -0.04 -0.05 -0.01 0.117
H -4.1719 2.2386 -1.8175 -0.01 0.00 0.01 0.130
H -5.2219 0.7825 -3.5905 0.01 0.01 0.00 0.121
H -4.6539 -1.6511 -3.5977 -0.01 0.01 0.00 0.121
H -3.0590 -2.5223 -1.9142 -0.05 -0.04 0.01 0.078
Se -2.8496 -2.9302 1.6004 0.03 -0.14 -0.07 0.684
C -2.5462 -3.9298 0.0784 -0.19 0.12 0.15 -0.800
N -2.3015 -4.4740 -0.9104 -0.04 -0.12 0.02 0.066
O -0.1624 -0.1471 -0.6740 0.69 0.49 -0.11 -0.595
S 1.0514 0.6058 -0.0472 -0.52 -0.49 0.11 1.104
C 0.8666 2.2664 -0.5978 0.06 0.13 -0.10 -0.385
C 1.3993 3.2469 0.2266 -0.07 0.08 -0.01 -0.071
C 1.2775 4.5746 -0.1569 -0.01 0.01 0.00 -0.052
C 0.6178 4.8964 -1.3342 0.02 0.00 0.04 -0.048
C 0.0768 3.8996 -2.1385 -0.01 0.03 -0.02 -0.049
C 0.1998 2.5696 -1.7772 0.02 0.02 0.00 -0.063
C 2.4358 -0.0050 -0.9479 0.15 0.02 -0.17 -0.385
C 2.3025 -0.4872 -2.2442 0.06 0.04 0.04 -0.065
C 3.4340 -0.9549 -2.8902 0.00 -0.01 -0.04 -0.053
C 4.6687 -0.9321 -2.2497 0.00 0.00 0.01 -0.054
C 4.7825 -0.4505 -0.9546 -0.02 0.01 0.02 -0.056
C 3.6559 0.0131 -0.2885 0.05 -0.06 -0.04 -0.072
H 1.8841 2.9853 1.1598 -0.01 -0.03 -0.01 0.116
H 1.6810 5.3559 0.4724 0.01 0.00 -0.01 0.115
H 0.5163 5.9342 -1.6218 -0.01 -0.01 -0.02 0.115
H -0.4444 4.1662 -3.0481 0.00 -0.02 0.00 0.116
H -0.2299 1.7837 -2.3849 0.02 -0.02 0.01 0.116
H 1.3364 -0.5012 -2.7303 -0.03 0.01 0.02 0.113
H 3.3558 -1.3342 -3.9004 0.00 0.00 0.00 0.115
H 5.5475 -1.2970 -2.7641 -0.01 0.00 -0.01 0.115
H 5.7424 -0.4428 -0.4568 0.00 0.00 -0.01 0.115
H 3.7291 0.3738 0.7307 -0.02 0.00 0.00 0.115
```
Forces are in eV/Å.

Calculated values
gap between HOMO and LUMO (spin up / spin down) = 5.72 / 5.76 eV
2S+1 = 1
max |F| = 0.026 hartree/bohr
energy above the lowest of the compared OMol25 structures with the same formula, charge and spin = 6.2 kcal per mole
charge = +1
calculated total energy = -124855.8439 eV